# 1
Molecular formula: C21H18InN4O5S
Method: DFT, ωB97M-V with the def2-TZVPD basis set

```
50
Properties=species:S:1:pos:R:3:forces:R:3
In -1.30768 -0.93456 0.17252 -0.1 -0.1 0.4
N 2.64349 0.87205 -0.86906 0.1 -0.2 0.0
C 3.76423 0.02891 -0.74499 -0.1 0.1 0.0
C 5.03519 0.57503 -0.75601 0.0 0.0 0.0
C 6.15351 -0.24194 -0.63125 0.0 0.0 0.0
C 5.99365 -1.60988 -0.51219 0.0 0.0 0.0
C 4.71432 -2.15642 -0.51448 0.0 0.0 0.0
C 3.59445 -1.34767 -0.61721 0.1 -0.1 0.0
S 1.99435 -2.09098 -0.56717 -0.1 0.2 0.0
N 0.97170 -0.79141 -0.93567 0.2 -0.2 -0.1
C 1.36254 0.41498 -1.03344 -0.3 0.2 -0.1
C 0.30287 1.44039 -1.32968 0.2 -0.2 0.0
C 0.57407 2.77297 -1.59511 -0.1 0.1 -0.1
C -0.49418 3.63326 -1.81699 0.1 0.0 0.0
C -1.78435 3.13883 -1.77655 -0.1 0.0 0.0
C -1.96830 1.78867 -1.51047 0.0 0.1 0.0
N -0.94494 0.97111 -1.29302 0.0 0.1 0.0
H 2.81687 1.85778 -0.90297 0.0 0.0 0.0
H 5.15216 1.64840 -0.85526 0.0 0.0 0.0
H 7.14151 0.19882 -0.63098 0.0 0.0 0.0
H 6.85472 -2.25774 -0.41860 0.0 0.0 0.0
H 4.58410 -3.22824 -0.42431 0.0 0.0 0.0
H 1.58126 3.16215 -1.63867 0.0 0.0 0.0
H -0.31014 4.68081 -2.01651 0.0 0.0 0.0
H -2.64184 3.77616 -1.93967 0.0 0.0 0.0
H -2.94987 1.33095 -1.45162 0.0 0.0 0.0
O -5.37248 -4.96752 -2.13991 0.0 0.0 0.0
C -4.55876 -4.15862 -1.77645 0.1 0.1 0.0
C -3.09215 -4.43483 -1.44548 -0.2 0.1 0.0
O -2.53001 -5.50384 -1.54900 0.0 0.0 0.0
C -2.55666 -3.14746 -1.00588 0.3 -0.1 -0.1
C -3.52174 -2.14092 -1.08854 -0.1 0.2 -0.1
O -3.24701 -0.91338 -0.77531 -0.2 -0.1 -0.1
C -4.79456 -2.66209 -1.58041 0.1 -0.2 0.0
O -5.82825 -2.06706 -1.80451 0.0 0.0 0.0
O -1.34550 -2.89776 -0.61418 -0.1 -0.2 -0.1
C -0.16848 1.88297 2.17622 0.0 0.0 -0.1
C -1.05960 0.71092 2.64258 0.0 -0.1 0.0
C -0.79606 0.50351 4.14419 0.0 0.0 0.0
C -2.52535 1.14714 2.47647 -0.1 0.0 0.0
N -0.73107 -0.54518 2.00553 0.2 0.2 0.2
H -0.30315 2.78870 2.78096 0.0 0.0 0.0
H -0.40450 2.14463 1.13949 0.0 0.0 0.0
H 0.87912 1.57534 2.22387 0.0 0.0 0.0
H -0.98106 1.40987 4.73264 0.0 0.0 0.0
H 0.24134 0.19482 4.28555 0.0 0.0 0.0
H -1.43585 -0.29821 4.51601 0.0 0.0 0.0
H -2.76641 2.05645 3.04214 0.0 0.0 0.0
H -3.18775 0.34306 2.80197 0.0 0.0 0.0
H -2.74774 1.34700 1.42141 0.0 0.0 0.0
```
Forces are in eV/Å.

Properties
Maximum force (eV Å⁻¹): 0.372
Energy (Ha): -1994.61534
Orbital gap (eV): 5.126
Net charge: -1
Energy relative to the best compared isomer or geometry (same formula, charge and spin) (kcal/mol): 0.0
HOMO (eV): -3.603

# 2
Molecular formula: C21H18N10O4RuS2
Method: DFT, ωB97M-V with the def2-TZVPD basis set

```
56
Properties=species:S:1:pos:R:3:forces:R:3
Ru -0.24191 0.01152 -0.10581 -0.2 0.1 -0.1
C -0.08906 3.25414 -3.01186 0.0 -0.1 -0.1
C 0.06155 1.99870 -2.43341 0.1 0.0 0.0
N -0.15726 1.82743 -1.13805 0.0 0.2 0.0
C -0.59116 2.88510 -0.42129 -0.1 -0.1 0.2
C -0.72676 4.12162 -1.02647 0.0 0.1 -0.1
N -0.46307 4.31494 -2.31469 0.0 0.0 0.1
C -0.95165 2.60542 0.98716 0.0 0.1 -0.1
C -1.39875 3.51898 1.92230 0.1 0.0 0.0
C -1.70089 3.08766 3.21537 -0.1 0.1 0.1
C -1.51270 1.73934 3.52004 0.0 -0.1 0.0
C -1.05695 0.86947 2.54606 0.0 0.0 0.1
N -0.81745 1.31720 1.30945 0.1 -0.2 -0.3
C -0.76088 -0.56966 2.72448 0.0 0.1 0.0
C -0.92146 -1.26560 3.91090 0.0 -0.1 0.1
N -0.61456 -2.55350 4.02127 0.0 0.1 0.0
C -0.15441 -3.15875 2.93586 0.0 -0.1 0.0
C 0.01264 -2.49134 1.72871 0.0 0.0 0.0
N -0.28460 -1.20444 1.63959 0.1 0.1 0.0
C -2.19638 4.04519 4.24577 0.1 -0.1 -0.1
C -2.71306 5.28699 3.89271 -0.1 0.0 0.0
C -3.16428 6.14014 4.88820 0.0 0.1 0.0
N -3.13204 5.85088 6.18572 0.1 -0.1 -0.1
C -2.63671 4.66238 6.51828 0.0 0.0 0.1
C -2.16528 3.73565 5.60118 0.0 0.0 0.0
H 0.09649 3.38754 -4.07002 0.0 0.0 0.0
H 0.34800 1.12368 -2.99306 0.0 0.0 0.0
H -1.06417 4.98218 -0.46372 0.0 0.0 0.0
H -1.48958 4.56010 1.65579 0.0 0.0 0.0
H -1.73191 1.36535 4.50752 0.0 0.0 0.0
H -1.31110 -0.78035 4.79652 0.0 0.0 0.0
H 0.08425 -4.21173 3.01158 0.0 0.0 0.0
H 0.34826 -2.97618 0.82293 0.0 0.0 0.0
H -2.80637 5.60711 2.86481 0.0 0.0 0.0
H -3.57771 7.10605 4.62241 0.0 0.0 0.0
H -2.60964 4.43139 7.57677 0.0 0.0 0.0
H -1.76299 2.80562 5.97632 0.0 0.0 0.0
C 5.04765 -1.10597 -3.33456 0.0 0.0 0.0
C 4.61447 -0.58408 -2.01825 0.0 0.1 -0.1
N 5.38430 -0.24665 -1.03433 -0.1 0.1 0.0
N 4.52595 0.17996 -0.06642 0.2 0.0 0.0
C 3.24398 0.11578 -0.42203 -0.1 -0.4 0.0
S 1.96071 0.40939 0.67671 0.2 0.3 -0.1
N 3.29009 -0.34886 -1.69032 -0.1 -0.1 0.1
N 2.18053 -0.49707 -2.51111 0.1 0.2 -0.2
H 6.11555 -1.30165 -3.29768 0.0 0.0 0.0
H 4.85552 -0.38205 -4.12833 0.0 0.0 0.0
H 4.52424 -2.03162 -3.57563 0.0 0.0 0.0
H 4.88323 0.45169 0.83506 0.0 0.0 0.0
H 1.68072 -1.36554 -2.33242 -0.1 0.0 0.1
H 2.48270 -0.43848 -3.47495 0.0 -0.1 0.0
O -2.30600 -2.28716 -2.50252 0.1 0.1 -0.1
S -1.65883 -1.53635 -1.49133 -0.3 0.0 0.8
O -1.83783 -0.01622 -1.55389 0.1 0.0 0.2
O -0.11770 -1.59936 -1.53189 0.0 0.1 0.2
O -2.01332 -1.80938 -0.07423 -0.1 -0.5 -0.7
```
Forces are in eV/Å.

Properties
Maximum force (eV Å⁻¹): 0.865
Energy (Ha): -2550.65475
Orbital gap (spin up / spin down) (eV): 7.500 / 7.554
Net charge: +1
Energy relative to the best compared isomer or geometry (same formula, charge and spin) (kcal/mol): 0.0
Spin multiplicity: 2
HOMO (spin up / spin down) (eV): -11.649 / -11.852

# 3
Molecular formula: C21H18N2O5
Method: DFT, ωB97M-V with the def2-TZVPD basis set

```
46
Properties=species:S:1:pos:R:3:forces:R:3
O 3.10046 0.67257 -1.02587 0.1 0.2 -0.3
C 2.21489 0.02737 -0.47330 0.0 -0.4 0.3
N 2.50439 -1.03761 0.29861 -0.1 -0.1 0.0
C 3.86934 -1.49621 0.48593 0.2 0.2 0.1
C 4.52614 -0.90055 1.70982 0.1 0.1 -0.2
C 4.54724 -1.62209 2.88680 0.2 0.0 0.4
C 5.17466 -1.11979 4.02078 0.0 0.7 -1.1
N 5.17015 -1.88744 5.22570 0.0 -0.3 0.5
O 5.76695 -1.44297 6.18615 0.1 0.0 0.2
O 4.56429 -2.94293 5.22329 -0.1 -0.2 0.1
C 5.81224 0.11884 3.98138 -0.1 -0.3 0.2
C 5.78774 0.84802 2.81960 -0.1 0.0 -0.3
C 5.13228 0.37241 1.67169 0.0 -0.3 0.6
O 5.15081 1.15905 0.60232 0.0 0.1 -0.5
C 0.77644 0.34949 -0.64116 -0.3 0.2 -0.1
C 0.37846 0.94538 -1.83508 0.2 -0.1 0.1
C -0.94721 1.26650 -2.04791 0.0 0.0 0.1
C -1.89685 1.01709 -1.06495 -0.1 0.0 0.0
C -3.34733 1.33072 -1.31447 0.0 0.2 0.1
O -3.90379 0.20889 -1.97586 0.0 -0.1 -0.1
C -5.21907 0.24615 -2.33425 -0.2 -0.1 -0.1
C -6.08232 1.30852 -2.09601 0.3 0.1 0.1
C -7.40265 1.22728 -2.51004 -0.1 -0.1 -0.1
C -7.87367 0.10148 -3.15768 -0.2 0.1 0.0
C -7.01194 -0.95879 -3.39483 0.1 0.0 0.0
C -5.69620 -0.89055 -2.98834 0.2 0.1 0.1
C -1.49634 0.44027 0.13351 -0.1 0.1 -0.1
C -0.17224 0.10688 0.34822 0.2 0.0 -0.1
H 1.76690 -1.54312 0.76040 0.0 0.1 -0.1
H 3.85508 -2.58366 0.57674 0.0 0.1 0.0
H 4.43107 -1.22556 -0.41461 -0.1 -0.2 0.1
H 4.08681 -2.59780 2.94269 0.0 -0.1 0.0
H 6.30708 0.48595 4.86689 0.0 0.0 0.0
H 6.26527 1.81243 2.75598 0.1 0.1 0.0
H 4.49457 0.90843 -0.09988 0.1 0.0 0.3
H 1.12575 1.14541 -2.58774 0.1 0.0 -0.1
H -1.24987 1.71568 -2.98174 0.0 0.1 -0.1
H -3.86914 1.50822 -0.36369 0.0 0.0 -0.1
H -3.43842 2.22616 -1.94529 0.0 -0.1 0.1
H -5.74390 2.20072 -1.59219 0.1 0.1 0.0
H -8.06476 2.05921 -2.31963 0.0 0.1 0.0
H -8.90345 0.04782 -3.47605 -0.1 0.0 0.0
H -7.36872 -1.84394 -3.90004 0.0 -0.1 0.0
H -5.01066 -1.70461 -3.16403 0.1 -0.1 0.0
H -2.22714 0.25160 0.90588 -0.1 0.0 0.1
H 0.11665 -0.31090 1.30224 0.0 0.0 0.1
```
Forces are in eV/Å.

Properties
Maximum force (eV Å⁻¹): 1.289
Energy (Ha): -1296.69862
Orbital gap (eV): 8.592
Net charge: 0
Energy relative to the best compared isomer or geometry (same formula, charge and spin) (kcal/mol): 53.6
Structure (SMILES): O=C(NCc1cc([N+](=O)[O-])ccc1O)c1ccc(COc2ccccc2)cc1
HOMO (eV): -8.798